1.
{
  "formula": "C4H8O2",
  "method": "ωB97M-V/def2-TZVPD",
  "homo_lumo_gap_ha": 0.286,
  "homo_energy_ev": -7.01,
  "de_lowest_kcal_mol": 129.0,
  "elements": ["C", "C", "O", "C", "C", "O", "H", "H", "H", "H", "H", "H", "H", "H"],
  "coordinates": [[1.392, 0.524, 0.031], [0.811, -0.858, 0.360], [-0.295, -1.445, 0.970], [-1.255, -0.480, 0.636], [-0.703, -0.126, -0.708], [-1.028, 1.090, -1.282], [0.978, 1.380, 0.563], [2.458, 0.449, 0.172], [1.281, 0.779, -1.054], [1.570, -1.668, 0.348], [-1.143, 0.343, 1.366], [-2.275, -0.864, 0.651], [-0.639, -0.858, -1.487], [-1.193, 1.784, -0.621]],
  "forces_ev_per_angstrom": [[0.883, 0.267, 0.819], [-0.281, 0.329, -2.603], [0.216, 0.564, 1.196], [-0.518, 0.167, 0.090], [-0.373, -1.056, -0.214], [0.547, -0.163, 0.292], [0.164, -0.060, 0.259], [0.655, 0.513, 0.565], [0.191, -0.276, 0.823], [-0.420, 0.528, -0.873], [-0.409, 0.296, -0.407], [-0.091, -0.158, 0.334], [-0.806, -0.522, -0.226], [0.243, -0.431, -0.055]]
}

=====

2.
{
  "formula": "CH12O5",
  "method": "ωB97M-V/def2-TZVPD",
  "homo_lumo_gap_ha": 0.418,
  "smiles": "CO.O.O.O.O",
  "homo_energy_ev": -10.68,
  "de_lowest_kcal_mol": 15.7,
  "elements": ["C", "O", "H", "H", "H", "H", "H", "H", "O", "H", "H", "O", "H", "H", "O", "H", "H", "O"],
  "coordinates": [[-0.204, 1.290, -2.094], [1.029, 1.989, -1.793], [-0.082, 0.217, -1.939], [-0.942, 1.646, -1.386], [-0.425, 1.423, -3.150], [1.453, 2.199, -2.642], [-0.142, 1.228, 1.963], [-1.240, 2.362, 2.125], [-0.995, 1.491, 2.342], [0.759, -5.507, 1.475], [0.047, -5.183, 0.156], [0.659, -4.828, 0.830], [1.199, 1.207, 0.049], [2.144, 0.632, 1.122], [1.369, 1.186, 1.001], [-1.782, 0.252, 0.844], [-1.259, -1.126, 0.864], [-1.589, -0.478, 0.233]],
  "forces_ev_per_angstrom": [[0.947, -0.225, -0.041], [-0.050, -0.112, -0.636], [0.026, 0.017, 0.154], [-0.360, 0.095, -0.331], [-0.597, 0.271, 0.103], [-0.097, -0.141, 0.716], [0.189, 0.686, -0.234], [0.090, 1.588, -0.561], [-0.413, -2.172, 0.797], [0.060, -0.801, 0.680], [0.485, 0.227, 0.581], [-0.550, 0.593, -1.259], [0.214, 0.164, -0.111], [-0.044, 0.000, -0.035], [0.082, -0.129, 0.113], [0.029, 0.154, -0.127], [0.068, -0.263, -0.223], [-0.076, 0.047, 0.413]]
}

=====

Copy entry 1 word for word.
{
  "formula": "C4H8O2",
  "method": "ωB97M-V/def2-TZVPD",
  "homo_lumo_gap_ha": 0.286,
  "homo_energy_ev": -7.01,
  "de_lowest_kcal_mol": 129.0,
  "elements": ["C", "C", "O", "C", "C", "O", "H", "H", "H", "H", "H", "H", "H", "H"],
  "coordinates": [[1.392, 0.524, 0.031], [0.811, -0.858, 0.360], [-0.295, -1.445, 0.970], [-1.255, -0.480, 0.636], [-0.703, -0.126, -0.708], [-1.028, 1.090, -1.282], [0.978, 1.380, 0.563], [2.458, 0.449, 0.172], [1.281, 0.779, -1.054], [1.570, -1.668, 0.348], [-1.143, 0.343, 1.366], [-2.275, -0.864, 0.651], [-0.639, -0.858, -1.487], [-1.193, 1.784, -0.621]],
  "forces_ev_per_angstrom": [[0.883, 0.267, 0.819], [-0.281, 0.329, -2.603], [0.216, 0.564, 1.196], [-0.518, 0.167, 0.090], [-0.373, -1.056, -0.214], [0.547, -0.163, 0.292], [0.164, -0.060, 0.259], [0.655, 0.513, 0.565], [0.191, -0.276, 0.823], [-0.420, 0.528, -0.873], [-0.409, 0.296, -0.407], [-0.091, -0.158, 0.334], [-0.806, -0.522, -0.226], [0.243, -0.431, -0.055]]
}

=====

Please write out number 1 again, unchanged.
{
  "formula": "C4H8O2",
  "method": "ωB97M-V/def2-TZVPD",
  "homo_lumo_gap_ha": 0.286,
  "homo_energy_ev": -7.01,
  "de_lowest_kcal_mol": 129.0,
  "elements": ["C", "C", "O", "C", "C", "O", "H", "H", "H", "H", "H", "H", "H", "H"],
  "coordinates": [[1.392, 0.524, 0.031], [0.811, -0.858, 0.360], [-0.295, -1.445, 0.970], [-1.255, -0.480, 0.636], [-0.703, -0.126, -0.708], [-1.028, 1.090, -1.282], [0.978, 1.380, 0.563], [2.458, 0.449, 0.172], [1.281, 0.779, -1.054], [1.570, -1.668, 0.348], [-1.143, 0.343, 1.366], [-2.275, -0.864, 0.651], [-0.639, -0.858, -1.487], [-1.193, 1.784, -0.621]],
  "forces_ev_per_angstrom": [[0.883, 0.267, 0.819], [-0.281, 0.329, -2.603], [0.216, 0.564, 1.196], [-0.518, 0.167, 0.090], [-0.373, -1.056, -0.214], [0.547, -0.163, 0.292], [0.164, -0.060, 0.259], [0.655, 0.513, 0.565], [0.191, -0.276, 0.823], [-0.420, 0.528, -0.873], [-0.409, 0.296, -0.407], [-0.091, -0.158, 0.334], [-0.806, -0.522, -0.226], [0.243, -0.431, -0.055]]
}